Entry 1:
{
  "formula": "C5H14O",
  "method": "wB97M-V/def2-TZVPD",
  "symbols": ["C", "C", "C", "C", "C", "H", "H", "H", "H", "H", "H", "H", "H", "H", "H", "H", "H", "O", "H", "H"],
  "coordinates": [[1.5907, 1.0490, -0.7088], [0.6985, 0.0004, -1.4499], [-0.2734, -0.8369, -0.6398], [-0.5799, -2.1978, -1.3980], [-1.6686, -0.3744, -0.0810], [0.9712, 1.8820, -0.4089], [2.0717, 0.6681, 0.1930], [2.3838, 1.4914, -1.3407], [0.1377, 0.3965, -2.2942], [1.4666, -0.6306, -1.9194], [0.2560, -1.1264, 0.2978], [-0.1662, -2.1695, -2.4103], [-1.6719, -2.3493, -1.4254], [-0.1978, -3.0857, -0.9105], [-2.1278, -1.3012, 0.2779], [-2.3021, 0.1513, -0.7874], [-1.5345, 0.1521, 0.8799], [0.7429, 2.6781, 4.6885], [0.1557, 2.9355, 5.4118], [0.0475, 2.6675, 4.0254]],
  "forces_ev_per_a": [[-0.9, 0.3, -0.5], [1.1, 0.5, -0.1], [-0.3, -2.2, 1.3], [-0.3, 0.9, -0.1], [1.5, 0.0, 0.8], [-0.2, 0.4, 0.3], [-0.1, -0.3, -0.1], [-0.4, -0.5, 0.1], [0.1, 0.6, -0.1], [-0.5, -0.5, 0.1], [-0.1, 0.1, -0.5], [-0.2, -0.1, 0.0], [0.4, 0.1, -0.4], [0.4, 0.0, 0.3], [-0.3, 0.2, -0.4], [-0.1, 0.1, 0.0], [-0.1, 0.6, -0.7], [-1.0, 0.2, 0.3], [0.6, 0.0, 0.6], [0.3, -0.2, -0.9]],
  "charge": 0,
  "smiles": "CCC(C)C.O"
}

=====

Entry 2:
{
  "formula": "C2H9N2",
  "method": "wB97M-V/def2-TZVPD",
  "symbols": ["N", "C", "C", "N", "H", "H", "H", "H", "H", "H", "H", "H", "H"],
  "coordinates": [[1.7293, 0.0615, 0.0529], [0.5181, 0.1076, 0.8029], [-0.6747, 0.5793, -0.0516], [-1.2212, -0.5495, -0.8850], [2.3571, 0.8307, 0.2401], [2.3019, -0.7510, 0.2561], [0.4869, 0.8105, 1.6430], [0.2033, -0.8038, 1.3338], [-0.3058, 1.3433, -0.7374], [-1.4276, 0.9090, 0.6223], [-1.5889, -1.3243, -0.3245], [-1.9335, -0.2474, -1.5513], [-0.4450, -0.9660, -1.4014]],
  "forces_ev_per_a": [[0.8, -0.8, -0.2], [-1.5, 0.5, 0.8], [1.3, -0.5, 0.1], [0.3, -0.3, -0.1], [-0.3, 0.4, -0.1], [-0.3, -0.1, -0.1], [0.5, 0.2, -0.1], [0.5, -0.3, -0.5], [-0.4, 0.0, 0.1], [-0.9, 0.4, 0.1], [-0.2, 0.3, 0.1], [0.0, 0.0, 0.0], [0.2, 0.1, -0.3]],
  "charge": 1,
  "smiles": "NCC[NH3+]"
}

=====

Entry 3:
{
  "formula": "C15H18Br9F9O6",
  "method": "wB97M-V/def2-TZVPD",
  "symbols": ["C", "Br", "Br", "Br", "H", "C", "Br", "Br", "Br", "H", "C", "Br", "Br", "Br", "H", "C", "C", "O", "C", "O", "C", "F", "F", "F", "H", "H", "H", "H", "H", "C", "C", "O", "C", "O", "C", "F", "F", "F", "H", "H", "H", "H", "H", "C", "C", "O", "C", "O", "C", "F", "F", "F", "H", "H", "H", "H", "H"],
  "coordinates": [[1.9358, 3.3303, -4.3710], [3.0483, 2.4371, -3.0483], [2.7588, 3.2512, -6.1026], [1.4513, 5.1726, -3.9696], [1.0227, 2.7632, -4.3448], [-1.9869, 0.8794, -1.2893], [-1.0202, 1.6447, -2.7781], [-0.9174, -0.3765, -0.2699], [-3.4788, -0.1345, -2.0124], [-2.2553, 1.6878, -0.6335], [-4.7743, -3.2392, -1.0922], [-4.8476, -3.1796, -3.0397], [-4.7204, -5.0629, -0.4859], [-6.3224, -2.3103, -0.3604], [-3.8893, -2.7115, -0.7792], [0.5529, -2.7022, -2.3921], [2.0398, -2.3735, -2.3314], [2.3389, -1.6770, -1.0926], [3.3703, -0.8779, -1.1112], [4.1241, -0.7389, -2.0042], [3.5145, -0.0078, 0.1421], [4.7751, -0.0179, 0.5784], [3.1847, 1.2487, -0.1679], [2.7591, -0.4045, 1.1319], [-0.0337, -1.7902, -2.4902], [0.2172, -3.1612, -1.4635], [0.3643, -3.2663, -3.3042], [2.3537, -1.8003, -3.2046], [2.6099, -3.3110, -2.3437], [2.7271, 5.6171, -0.2737], [1.7039, 4.5854, 0.1960], [0.7221, 5.2679, 1.0113], [-0.3523, 4.6072, 1.2952], [-0.6254, 3.5494, 0.9146], [-1.3123, 5.3407, 2.2481], [-0.9211, 6.5747, 2.5448], [-2.4951, 5.4236, 1.7033], [-1.4234, 4.6392, 3.3591], [3.2599, 6.2144, 0.4699], [2.1970, 6.2808, -0.9620], [3.5375, 5.1611, -0.8464], [2.2094, 3.8013, 0.7539], [1.2661, 4.2726, -0.7535], [0.4879, -2.7024, 2.2757], [-0.9823, -2.8590, 2.5524], [-1.2594, -4.0595, 3.2632], [-2.5135, -4.3821, 3.3947], [-3.4345, -3.8115, 2.9232], [-2.6283, -5.7143, 4.1442], [-3.8900, -6.0355, 4.3180], [-2.0425, -6.6967, 3.4408], [-2.0296, -5.6202, 5.3501], [0.6149, -1.7277, 1.7943], [0.9046, -3.4995, 1.6749], [1.0212, -2.5276, 3.2146], [-1.4601, -2.9520, 1.5701], [-1.4570, -2.0191, 3.0532]],
  "forces_ev_per_a": [[0.4, 0.1, 0.3], [-0.2, 0.5, -0.2], [-0.1, -0.1, 0.0], [0.2, -0.5, 0.2], [-0.2, 0.0, -0.4], [0.2, -0.9, -0.5], [0.1, 0.0, 0.2], [0.1, 0.5, 0.2], [0.0, 0.6, 0.3], [-0.4, 0.1, 0.1], [-0.8, -0.1, -0.3], [0.1, 0.0, 0.3], [0.1, 0.2, 0.0], [0.4, -0.2, -0.1], [0.1, 0.0, 0.1], [0.3, 1.0, 0.1], [-0.3, -0.9, -0.3], [-1.0, -0.4, 0.1], [-0.4, 0.1, 0.5], [1.5, 0.3, -1.5], [0.5, -0.1, -0.1], [0.2, 0.1, -0.2], [0.0, 0.3, 0.0], [-0.9, -0.3, 0.9], [0.1, 0.1, -0.1], [0.0, -0.5, -0.2], [0.0, -0.4, 0.3], [0.0, 0.2, 0.3], [0.1, 0.3, 0.2], [0.1, 0.5, -0.2], [1.2, 1.0, -0.8], [1.4, 1.0, -0.1], [0.2, 2.5, 1.2], [-1.3, -4.2, -1.4], [0.9, 0.4, -0.2], [0.3, 0.4, 0.2], [-1.4, 0.0, -0.8], [0.1, -0.4, 0.9], [-0.5, -0.1, 0.3], [0.3, 0.2, 0.1], [-0.3, -0.4, -0.1], [-0.5, -0.3, 0.1], [-0.4, -0.7, 0.5], [0.0, 1.2, 1.2], [-0.4, 0.1, -1.6], [1.4, -0.2, 0.6], [0.3, -0.7, -0.2], [-1.3, 0.7, -0.3], [0.3, 0.0, 0.3], [-0.5, -0.1, 0.2], [0.1, 0.1, 0.2], [-0.1, -0.2, -0.3], [0.0, -0.3, -0.4], [0.1, -0.1, 0.0], [0.2, -0.6, -0.1], [-0.3, 0.1, 0.2], [0.2, 0.1, 0.2]],
  "charge": 0
}

=====

Entry 4:
{
  "formula": "C4H10N",
  "method": "wB97M-V/def2-TZVPD",
  "symbols": ["C", "N", "C", "C", "C", "H", "H", "H", "H", "H", "H", "H", "H", "H", "H"],
  "coordinates": [[-0.7997, 1.2064, 0.5626], [-0.5347, 0.8833, -0.8085], [-1.5213, -0.0732, -1.2853], [-2.6494, -0.0574, -0.2433], [-1.8106, 0.1336, 1.0640], [-1.2377, 2.2354, 0.6430], [0.1351, 1.2354, 1.1727], [10.9951, -2.3859, -0.2706], [10.7248, -1.8663, 0.1794], [-1.8659, 0.1967, -2.3362], [-1.1604, -1.1111, -1.4037], [-3.2942, -0.8949, -0.2088], [-3.2461, 0.8400, -0.3588], [-2.4008, 0.4348, 2.0366], [-1.3344, -0.7769, 1.2569]],
  "forces_ev_per_a": [[-0.3, -2.2, 0.1], [-0.7, -0.7, 0.3], [-1.2, 1.9, 0.2], [1.0, 1.1, 1.6], [-2.4, 2.0, 0.4], [0.3, -0.2, -0.5], [0.0, 0.5, -0.8], [0.0, -0.1, -0.1], [0.0, 0.1, 0.1], [1.0, -0.1, 0.8], [0.8, 0.2, 0.0], [-0.4, -1.0, -0.2], [-0.3, 0.1, -0.4], [1.1, -0.4, -2.1], [1.1, -1.3, 0.6]],
  "charge": 1
}

=====

| no. | LUMO energy (eV) | DFT total energy (eV) |
| --- | --- | --- |
| 1 | 0.716 | -7458.8535 |
| 2 | -3.682 | -5193.4067 |
| 3 | -0.426 | -682971.3271 |
| 4 | -8.790 | -5788.3626 |